No. 1
Here is a structure of composition C17H32Cl2O2P2V from the OMol25 dataset. Energies are from ωB97M-V/def2-TZVPD.

Properties
HOMO energy (spin up / spin down) ... -0.1722 / -0.1723 hartree
ΔE to the lowest compared entry with this formula, charge and spin ... 7.952 eV
Molar mass ... 452.239 u
⟨S²⟩ ... 3.7838

Structure (ORCA input):
```
! wB97M-V def2-TZVPD RIJCOSX def2/J DEFGRID3
* xyz 0 4
P -0.2138 -1.8161 -5.2219
P 0.0274 2.2202 -5.1021
C -0.5010 -0.4302 -6.4343
C 0.3402 0.8885 -6.3969
H -1.5847 -0.1983 -6.4332
H -0.2651 -0.9096 -7.4142
H 1.4381 0.6677 -6.4146
H 0.1353 1.3849 -7.3734
C -1.5465 3.0183 -5.5670
H -1.8284 3.7240 -4.7731
H -2.3374 2.2636 -5.7166
H -1.4347 3.5958 -6.5051
C 1.2085 3.4775 -5.8290
H 0.8357 3.8449 -6.8144
H 2.2134 3.0439 -5.9801
H 1.2779 4.3495 -5.1451
C -1.3999 -3.1108 -5.6828
H -1.3514 -3.9053 -4.9432
H -1.1097 -3.5211 -6.6735
H -2.4208 -2.6990 -5.7539
C 1.3629 -2.5277 -5.7998
H 2.1393 -1.7526 -5.8984
H 1.2274 -3.0381 -6.7672
H 1.6762 -3.2720 -5.0594
V -1.5233 -0.0768 0.5501
C 0.7635 2.1463 -3.3067
C -0.6416 1.8327 -3.2061
C -1.2704 0.4874 -3.3739
C -1.0177 -0.9106 -2.7093
C 0.0964 -1.7795 -3.4708
C 1.5223 -1.3046 -3.2319
C 1.9286 -0.0618 -3.8334
C 1.8540 1.2376 -2.9634
C -0.5317 -2.1453 0.5435
H 1.0168 3.1785 -3.2085
H -1.2209 2.6212 -2.7073
H -0.9396 0.2330 -4.4067
H -2.3813 0.6915 -3.3474
H -0.8493 -0.9360 -1.6042
H -1.9627 -1.4296 -2.9346
H -0.0670 -2.8319 -3.1410
H 2.0789 -1.7715 -2.4101
H 1.1093 0.0644 -4.5565
H 2.9040 -0.1481 -4.3869
H 1.7103 0.9813 -1.9144
H 2.8271 1.7423 -3.0757
H -0.5083 -1.9676 1.6385
H 0.4677 -2.4899 0.1995
H -1.3018 -2.8509 0.1754
Cl 0.5999 0.7199 3.0756
C 0.8831 1.6141 1.5699
Cl 1.1226 0.4199 0.2139
C -0.3292 2.4672 1.2634
O -0.2471 3.6343 1.5707
O -1.3631 1.8507 0.7161
H 1.7606 2.2658 1.6491
*
```

These are the Löwdin partial charges, in e, on atoms 1 to 5: 0.94, 0.87, -0.31, -0.30, 0.09

No. 2
Here is the molecule C5H8N2S from the OMol25 dataset. Energies are from ωB97M-V/def2-TZVPD.

Properties
HOMO energy (spin up / spin down) ... -0.2346 / -0.2345 hartree
ΔE to the lowest compared entry with this formula, charge and spin ... 5.685 eV
Molar mass ... 128.200 u

Structure (ORCA input):
```
! wB97M-V def2-TZVPD RIJCOSX def2/J DEFGRID3
* xyz 0 1
C 1.1310 1.8035 -1.7251
C 0.1639 0.8407 -1.7518
C 0.7034 0.5317 0.4221
C 1.0713 0.2203 1.8093
C -1.2764 -0.6012 -0.3937
N 1.9156 1.9047 -0.6462
N -0.0291 0.1878 -0.5304
S 2.8885 2.8969 0.1238
H 1.4479 2.2905 -2.7170
H -0.5811 0.7106 -2.5856
H 0.5191 0.9552 2.4633
H 0.7922 -0.8807 2.1131
H 2.2001 0.4551 1.7981
H -2.1286 -0.3321 -0.9822
H -0.9107 -1.6979 -0.6487
H -1.4899 -0.6278 0.7517
*
```

These are the Löwdin partial charges, in e, on atoms 1 to 5: -0.24, -0.14, -0.12, -0.07, 0.00

No. 3
Here is a structure of composition C10H10BF2IrN2O5S from the OMol25 dataset. Energies are from ωB97M-V/def2-TZVPD.

Properties
HOMO energy (spin up / spin down) ... -0.5002 / -0.4985 hartree
ΔE to the lowest compared entry with this formula, charge and spin ... 0.150 eV
Molar mass ... 511.291 u
⟨S²⟩ ... 0.7552

Structure (ORCA input):
```
! wB97M-V def2-TZVPD RIJCOSX def2/J DEFGRID3
* xyz 1 2
Ir 0.2156 -1.4393 -0.4238
N -0.9580 -2.2574 1.0715
C -1.7858 -3.4459 0.6762
C -2.4015 -3.2417 -0.6971
C -1.3905 -3.4560 -1.8131
O -1.5883 -4.0651 -2.8109
O -0.1520 -2.9158 -1.5623
H -0.4099 -2.4964 1.8978
H -1.5699 -1.4933 1.3744
H -2.5513 -3.5862 1.4382
H -1.1283 -4.3139 0.6854
H -2.8227 -2.2337 -0.7811
H -3.2204 -3.9392 -0.8576
F 3.0481 -1.9236 -0.1680
B 1.9179 -2.0760 0.4608
F 1.8641 -2.6152 1.6615
O 1.0489 0.0515 -1.6535
C 1.0627 0.8578 -0.6634
N 0.8856 0.2587 0.5196
S 0.3112 1.3470 1.6763
O 1.1571 1.3422 2.8166
O -1.0875 1.0551 1.8110
C 0.6295 2.7421 0.6287
C 0.5148 4.0738 0.9510
C 0.8157 4.9908 -0.0550
C 1.2124 4.5768 -1.3220
C 1.3271 3.2276 -1.6320
C 1.0376 2.3153 -0.6323
H 0.2024 4.3989 1.9337
H 0.7355 6.0484 0.1565
H 1.4376 5.3181 -2.0759
H 1.6425 2.8946 -2.6113
*
```

These are the Löwdin partial charges, in e, on atoms 1 to 5: 1.55, -0.07, -0.16, -0.08, -0.53